# 1
Computed, not measured: 3 unconnected molecules or ions with the total composition C34H66F3N6O5, with ωB97M-V with the def2-TZVPD basis set.

Calculated values
Energy, hartree: -2339.03101
Expectation value of S²: 2.01
LUMO level (spin up / spin down), eV: -2.50 / -2.51
2S+1: 3
Total charge: +1
HOMO-LUMO gap (spin up / spin down), eV: 7.67 / 8.48

Geometry (Å):
C -1.03689 -4.52922 3.64366
C -0.87594 -3.00672 3.30561
C 0.27945 -2.80674 2.27746
O -0.25324 -1.99731 1.20043
C -0.18411 -2.66366 -0.04138
N -0.98819 -1.90565 -0.96571
N -0.46308 -0.83828 -1.61574
C -1.37254 -0.28334 -2.36677
C -1.25951 0.92736 -3.22976
C -2.56154 1.28684 -3.98898
O -3.00296 0.30044 -4.89432
C -3.70718 1.75169 -3.06585
F -4.35276 2.73547 -3.71422
F -3.28499 2.27541 -1.92308
F -4.61928 0.84427 -2.84389
N -2.49530 -0.95397 -2.25563
C -2.26170 -1.93923 -1.38192
N -3.19405 -2.78954 -1.00789
C -3.09346 -3.89247 -0.05282
C -2.66955 -5.20665 -0.77316
C -3.85712 -5.72647 -1.62191
C -3.93063 -5.13535 -3.05688
C -3.45056 -6.09880 -4.17730
O -2.37519 -5.45822 -4.85773
C -2.46107 -5.52799 -6.27717
C -1.86303 -4.23028 -6.83345
H -0.25112 -4.79732 4.35136
H -2.03144 -4.67994 4.06582
H -0.93909 -5.07372 2.69992
H -1.82491 -2.71407 2.84813
H -0.68152 -2.41498 4.20029
H 1.04373 -2.23952 2.81402
H 0.65240 -3.76044 1.89349
H 0.86353 -2.58381 -0.37094
H -0.47630 -3.70972 0.04918
H 0.49680 -0.53718 -1.51719
H -0.41633 0.84572 -3.92395
H -1.03132 1.80988 -2.61750
H -2.28715 2.16239 -4.59257
H -2.33944 -0.39970 -4.89351
H -4.09274 -2.66304 -1.45237
H -2.49288 -3.66325 0.83022
H -4.10742 -4.07151 0.30921
H -1.74722 -5.09384 -1.35032
H -2.52946 -5.93641 0.03498
H -3.75174 -6.81469 -1.67599
H -4.81741 -5.53152 -1.13350
H -4.98020 -4.88106 -3.25246
H -3.38456 -4.19667 -3.17459
H -4.31135 -6.29661 -4.82538
H -3.10823 -7.06343 -3.77903
H -1.86556 -6.37283 -6.64614
H -3.48920 -5.58093 -6.65153
H -1.74915 -4.30068 -7.92120
H -0.87330 -4.03248 -6.41231
H -2.52037 -3.37471 -6.64766
C 3.94341 -0.50771 6.14748
C 4.54500 -1.87238 5.70932
C 5.95601 -2.05972 6.28778
C 7.05426 -1.28196 5.56753
C 6.98334 -1.52215 4.06191
C 5.59796 -1.21602 3.49081
N 4.52292 -1.94962 4.21811
O 4.58330 -3.20645 3.87610
C 5.36449 0.30770 3.54544
C 5.57776 -1.53994 1.99613
C 3.64568 -2.92311 6.36576
H 3.37924 -0.04050 5.33972
H 3.23029 -0.62532 6.96350
H 4.70191 0.19710 6.48921
H 6.22137 -3.12138 6.24625
H 5.95350 -1.79021 7.34640
H 6.98097 -0.21480 5.79453
H 8.02929 -1.60239 5.93973
H 7.73576 -0.91097 3.55831
H 7.25254 -2.56313 3.85566
H 4.37060 0.56679 3.17504
H 6.09477 0.81869 2.91684
H 5.47730 0.73445 4.53853
H 5.82547 -2.58040 1.78902
H 6.30995 -0.92733 1.46980
H 4.59593 -1.32855 1.56420
H 2.62661 -2.87664 5.97378
H 3.59970 -2.75038 7.44064
H 4.02106 -3.93683 6.22805
C -0.26909 7.58350 0.50255
C -0.44658 8.00906 -0.98197
C -1.79926 8.70775 -1.19167
C -3.00287 7.76976 -1.25579
C -2.74980 6.63629 -2.24621
C -1.45234 5.88510 -1.94438
N -0.28524 6.80456 -1.85096
O 0.02675 7.19470 -3.04661
C -1.63689 5.08631 -0.63759
C -1.22513 4.81190 -3.00899
C 0.64427 9.05585 -1.22135
H 0.21338 6.60932 0.58498
H 0.38112 8.27081 1.04336
H -1.21390 7.54700 1.04667
H -1.76877 9.27224 -2.12944
H -1.95453 9.44477 -0.40060
H -3.23301 7.37329 -0.26281
H -3.88545 8.33199 -1.56730
H -3.59421 5.94223 -2.23214
H -2.71645 7.05031 -3.25912
H -0.71967 4.55798 -0.36732
H -2.42335 4.34148 -0.76443
H -1.93871 5.69507 0.21020
H -1.17064 5.22374 -4.01632
H -2.04428 4.09355 -3.00677
H -0.29998 4.25953 -2.81565
H 1.64139 8.62106 -1.12702
H 0.55563 9.85559 -0.48639
H 0.56456 9.52288 -2.20257

---

# 2
Computed, not measured: 3 unconnected molecules or ions with the total composition C34H66N3O3, with ωB97M-V with the def2-TZVPD basis set.

Calculated values
Energy, hartree: -1724.51654
Expectation value of S²: 3.76
ΔE to the lowest compared entry with this formula, charge and spin, kcal per mole: 206.5
LUMO level (spin up / spin down), eV: 0.68 / -0.55
2S+1: 4
Total charge: 0
HOMO-LUMO gap (spin up / spin down), eV: 9.33 / 8.12

Geometry (Å):
C 2.40420 7.01178 6.69160
C 1.67432 6.90207 5.37841
C 1.82074 5.58558 4.35632
C 3.45639 5.46754 4.03152
C 4.03596 6.83493 3.26327
C 3.87145 4.08935 3.24994
C 4.07064 4.23414 1.62980
C 4.03443 2.67346 1.02897
C 1.33677 4.29147 5.21561
C 0.10179 3.42349 4.59053
C -0.76123 2.86876 5.91501
C 0.64755 2.01911 3.86393
N -0.89321 4.19008 3.76342
O -1.64107 5.02309 4.55508
C -0.29784 5.00557 2.65623
C -1.51307 6.04496 2.15864
C 0.07188 4.13561 1.28084
C 0.97195 5.94919 3.02142
H 3.39783 6.40006 6.92691
H 1.93945 7.69382 7.54633
H 0.93968 7.81276 5.14076
H 4.04512 5.44650 5.07025
H 3.64344 6.93923 2.16218
H 5.22445 6.73700 3.20576
H 3.82872 7.81916 3.86294
H 3.16618 3.17449 3.43380
H 4.93588 3.76950 3.68614
H 5.09527 4.68988 1.29310
H 3.21406 4.79926 1.06779
H 4.85439 2.47632 0.21796
H 2.92464 2.50094 0.63708
H 4.15188 1.91361 1.94158
H 2.22139 3.51920 5.42853
H 0.98521 4.64298 6.30100
H -0.95897 3.70434 6.70978
H -1.74791 2.40578 5.44713
H -0.16319 1.93241 6.35084
H 1.28202 2.21755 2.90169
H 1.24926 1.39666 4.68568
H -0.27531 1.36650 3.55992
H -2.51956 5.43343 2.10161
H -1.31299 6.44725 1.05620
H -1.60683 6.99315 2.83895
H 1.21600 3.80502 1.29000
H -0.67405 3.23846 1.19273
H -0.06425 4.82206 0.31374
H 1.67158 5.98093 2.05433
H 0.56816 7.06788 3.12678
C -2.12316 -1.80377 -2.80694
C -1.17431 -1.32493 -1.67088
C -0.92153 -2.47911 -0.66114
C -2.10414 -2.76055 0.26297
C -2.57876 -1.48403 0.94842
C -2.87855 -0.33740 -0.04926
N -1.75912 -0.10356 -1.02098
O -0.72349 0.54850 -0.32697
C -4.19627 -0.65373 -0.81504
C -3.24195 0.95080 0.76318
C 0.17530 -1.03677 -2.40928
H -2.71925 -0.97613 -3.20951
H -1.57038 -2.21393 -3.66175
H -2.80221 -2.59707 -2.48696
H -0.05088 -2.23902 -0.03530
H -0.66406 -3.40018 -1.19820
H -2.92498 -3.22206 -0.29516
H -1.80805 -3.49212 1.02420
H -3.47191 -1.70948 1.54636
H -1.80949 -1.16555 1.66430
H -4.39836 0.10386 -1.58120
H -5.05365 -0.66272 -0.13262
H -4.19910 -1.63218 -1.29544
H -2.44900 1.24948 1.45730
H -4.13743 0.78529 1.37747
H -3.45199 1.79326 0.09550
H 0.06207 -0.22567 -3.13956
H 0.52024 -1.92556 -2.95172
H 0.98709 -0.77133 -1.72186
C -2.26309 -7.61284 -5.48879
C -1.59945 -6.20920 -5.58690
C -0.61319 -6.16501 -6.78729
C 0.69452 -6.91345 -6.53931
C 1.34551 -6.46081 -5.23703
C 0.38788 -6.54210 -4.02198
N -0.93610 -5.88408 -4.27908
O -0.73409 -4.49241 -4.23678
C 0.17842 -8.03426 -3.63152
C 1.11624 -5.94760 -2.76993
C -2.79432 -5.25452 -5.91949
H -2.52586 -7.86271 -4.45396
H -3.20225 -7.66643 -6.05412
H -1.63235 -8.40968 -5.88883
H -0.36721 -5.12098 -7.02569
H -1.09243 -6.57596 -7.68424
H 0.52031 -7.99405 -6.52362
H 1.38437 -6.73111 -7.37189
H 2.24185 -7.06856 -5.05462
H 1.70139 -5.42991 -5.36464
H -0.55220 -8.13038 -2.81989
H 1.11477 -8.48278 -3.28084
H -0.14977 -8.66155 -4.46035
H 1.44595 -4.91458 -2.92468
H 2.02142 -6.52374 -2.53471
H 0.46971 -5.97514 -1.88625
H -3.52929 -5.24101 -5.10484
H -3.31319 -5.58182 -6.82878
H -2.47349 -4.22397 -6.11192

---

no.,largest force on an atom (Eh/bohr)
1,0.054
2,0.099